No. 1
Here is a structure of composition C9H18F6MnNO5PS2 from the Open Molecules 2025 dataset. Energies are from the ωB97M-V functional and the def2-TZVPD basis.

Geometry as XYZ:
```
43
Properties=species:S:1:pos:R:3:forces:R:3:mulliken_charge:R:1
Mn -0.2094 -0.1350 -0.1355 0.088 0.252 -0.032 0.98
F 2.5545 -0.3376 3.8678 -0.015 -0.025 -0.005 -0.17
C 2.4909 0.9024 3.4150 -0.012 0.000 0.039 0.45
F 1.7259 1.6368 4.1944 -0.025 0.037 -0.002 -0.18
F 3.6968 1.4208 3.3193 0.014 -0.001 -0.005 -0.17
S 1.7473 0.8217 1.7240 0.137 0.001 -0.018 1.43
O 0.3449 0.3844 1.8878 -0.068 -0.150 -0.204 -0.74
O 2.5100 -0.0895 0.9142 0.081 -0.062 0.017 -0.58
N 1.8169 2.3247 1.2733 0.048 0.010 0.076 -0.57
S 0.9122 2.7415 0.0726 -0.026 0.219 -0.014 1.10
O 0.6225 1.5571 -0.7986 -0.156 -0.202 0.069 -0.59
O 1.3592 3.9020 -0.5937 0.002 0.006 -0.056 -0.60
C -0.7982 3.1128 0.7669 0.016 0.035 0.038 0.73
F -1.6013 2.0544 0.5191 0.060 0.011 0.072 -0.23
F -1.2936 4.1663 0.1620 0.017 -0.011 -0.022 -0.19
F -0.7323 3.3090 2.0661 -0.019 -0.007 -0.028 -0.22
C -2.0879 -2.3525 0.6919 0.054 0.041 0.114 -0.76
O -1.5865 -1.1190 0.2198 -0.202 -0.182 -0.163 -0.70
H -3.1242 -2.1837 0.9869 0.007 0.000 -0.007 0.28
H -1.5251 -2.6924 1.5618 -0.009 -0.027 -0.013 0.32
H -2.0618 -3.1085 -0.0921 -0.005 -0.015 0.015 0.26
C 2.9691 -0.9378 -3.7399 -0.011 -0.027 -0.005 -1.37
C 2.1165 -0.2677 -2.6620 0.000 0.034 0.015 -0.52
P 0.8676 -1.3610 -1.9246 0.016 0.082 0.127 0.90
C 1.7722 -2.7894 -1.2548 0.019 -0.022 -0.044 -0.64
C 1.0444 -3.5706 -0.1666 0.030 -0.002 0.044 -1.03
C -0.2386 -1.8785 -3.2697 0.084 -0.029 -0.070 -0.57
C -1.4901 -2.6453 -2.8578 -0.011 0.007 0.002 -1.09
H 3.6910 -0.2197 -4.1251 0.001 0.006 0.004 0.41
H 2.3673 -1.2799 -4.5813 0.005 -0.003 -0.007 0.36
H 3.5289 -1.7855 -3.3457 -0.002 -0.005 -0.004 0.34
H 1.5881 0.6028 -3.0546 0.007 0.002 -0.009 0.47
H 2.7317 0.0884 -1.8325 0.005 -0.001 -0.010 0.35
H 2.7112 -2.3839 -0.8698 -0.020 0.017 0.021 0.45
H 2.0264 -3.4280 -2.1058 -0.021 -0.005 0.011 0.54
H 0.8439 -2.9364 0.6992 -0.012 -0.010 0.009 0.14
H 1.6668 -4.3972 0.1721 0.002 0.002 0.005 0.41
H 0.1020 -3.9881 -0.5159 -0.011 0.005 -0.010 0.22
H 0.3784 -2.4796 -3.9449 -0.003 0.018 0.006 0.47
H -0.4924 -0.9662 -3.8167 -0.043 0.006 0.043 0.41
H -1.2407 -3.6008 -2.3965 -0.003 0.009 0.018 0.28
H -2.0902 -2.8594 -3.7405 -0.013 0.002 0.005 0.42
H -2.0987 -2.0662 -2.1642 -0.008 -0.017 -0.023 0.21
```
Positions in Å, forces in eV/Å.

Output
Highest occupied orbital energy (alpha / beta) = -13.788 / -14.331 eV
Expectation value of S² = 6.140
Gap between HOMO and LUMO (alpha / beta) = 8.02 / 10.27 eV
Relative energy (zero: lowest compared OMol25 entry of this formula, charge and spin) = 5.79 kcal per mole
Total charge = +1
Energy = -99930.11011 eV
2S+1 = 5
F_max = 0.3 eV/A

---

No. 2
Here is a structure of composition C8H14N2O6 at a distorted geometry from the Open Molecules 2025 dataset. Energies are from the ωB97M-V functional and the def2-TZVPD basis.

Geometry as XYZ:
```
30
Properties=species:S:1:pos:R:3:forces:R:3:mulliken_charge:R:1
C -0.0397 2.4982 -1.1802 -2.745 5.378 -4.331 0.68
C 0.3827 1.4745 -0.4023 5.799 -2.629 8.115 -0.05
C -1.2888 3.3114 -0.6879 -1.111 1.158 -1.138 -0.60
C -0.0539 -0.7002 0.7474 -1.708 0.736 -2.746 0.19
C -0.5804 -0.0392 1.9629 1.625 -1.424 6.943 0.61
C 1.2963 -1.3903 0.6059 3.229 0.118 -0.524 -0.82
C 1.6306 -2.7648 1.2909 -2.559 -1.014 2.266 -0.70
C 0.8877 -3.9216 0.6091 -0.819 -2.890 -3.857 0.64
H 0.7625 2.0348 -3.0250 -4.464 -1.272 1.635 0.30
H -0.8157 2.5020 -3.1572 -1.424 1.903 -0.776 0.29
H 0.7436 3.3600 -1.2206 -1.097 -1.734 0.217 0.27
H -1.1655 4.1931 -1.6068 -1.009 -1.669 3.407 0.25
H -1.1957 3.4694 0.4440 0.254 0.883 -1.893 0.36
H -3.1905 2.4857 -1.5770 2.484 1.368 3.331 0.33
H -1.4133 0.2315 -0.5919 4.129 1.062 0.033 0.41
H -0.7376 -1.4740 0.2901 0.218 0.359 1.417 0.36
H 1.2328 -1.6730 -0.4686 0.348 0.275 0.496 0.41
H 2.2970 -0.7438 0.6866 -2.707 -0.921 0.172 0.34
H 2.6529 -3.0847 1.2163 0.686 0.408 -0.243 0.33
H 1.4041 -2.9015 2.4438 0.315 0.799 -2.176 0.32
H 1.3741 -5.9841 -0.0339 -0.779 3.859 4.182 0.39
H -1.9551 1.0286 0.9966 1.221 0.189 4.322 0.39
N -0.4032 1.9157 -2.4989 6.845 -0.692 -1.339 -0.78
N -0.3199 0.3646 -0.2724 -3.928 -2.538 -1.758 -0.42
O 1.4063 1.6361 0.4289 -3.494 -0.545 -3.464 -0.69
O -2.7176 2.7964 -0.6423 0.420 -1.301 -3.398 -0.54
O -0.0505 -0.4542 3.0367 -2.231 1.878 -3.266 -0.61
O 0.1136 -3.8406 -0.3555 1.547 0.733 2.613 -0.56
O 1.3306 -5.2763 0.9138 0.465 -0.512 -3.099 -0.58
O -1.5874 0.9464 2.0474 0.492 -1.969 -5.141 -0.53
```
Positions in Å, forces in eV/Å.

Output
Highest occupied orbital energy = -9.721 eV
Gap between HOMO and LUMO = 9.61 eV
Relative energy (zero: lowest compared OMol25 entry of this formula, charge and spin) = 189.67 kcal per mole
Energy = -23781.85759 eV
2S+1 = 1
F_max = 10.3 eV/A

---

No. 3
Here is an isolated molecule of C7H10 from the Open Molecules 2025 dataset. Energies are from the ωB97M-V functional and the def2-TZVPD basis.

Geometry as XYZ:
```
17
Properties=species:S:1:pos:R:3:forces:R:3:mulliken_charge:R:1
C 2.2697 0.9717 1.5450 -0.148 -0.273 -0.318 0.10
C 1.8630 0.3161 0.6201 0.177 0.265 0.368 -0.38
C 1.3798 -0.4197 -0.5567 -0.007 0.052 -0.057 -1.04
C 0.0115 -1.0867 -0.4172 0.075 -0.106 0.073 0.02
C -1.1138 -0.6813 -1.3342 -0.094 -0.003 -0.172 -0.84
C -1.2116 -0.4013 0.1374 -0.066 -0.001 0.119 0.30
C -1.2090 1.0113 0.6746 0.033 0.046 -0.026 -1.45
H 2.6203 1.5619 2.3631 -0.058 -0.144 -0.137 0.40
H 1.3753 0.2729 -1.4068 -0.019 -0.041 0.137 0.27
H 2.1160 -1.1916 -0.8112 -0.092 0.126 0.031 0.38
H 0.0722 -2.1483 -0.1882 -0.004 0.175 -0.022 0.36
H -1.7452 -1.4433 -1.7821 0.111 0.096 0.102 0.29
H -0.9212 0.1745 -1.9799 -0.024 -0.138 0.112 0.25
H -1.8727 -1.0704 0.6867 0.115 0.093 -0.091 0.34
H -2.2147 1.4419 0.6092 0.136 -0.057 -0.004 0.37
H -0.8937 1.0319 1.7229 -0.046 0.006 -0.161 0.31
H -0.5261 1.6603 0.1173 -0.091 -0.095 0.047 0.32
```
Positions in Å, forces in eV/Å.

Output
Highest occupied orbital energy = -9.737 eV
Gap between HOMO and LUMO = 10.86 eV
Relative energy (zero: lowest compared OMol25 entry of this formula, charge and spin) = 59.32 kcal per mole
Energy = -7418.46254 eV
2S+1 = 1
SMILES string = C#CC[C@@H]1C[C@@H]1C
F_max = 0.5 eV/A

---

Which of these has the highest relative energy (zero: lowest compared OMol25 entry of this formula, charge and spin)?
C8H14N2O6